(1)
C6H5BrN2S in the gas phase. Source: OMol25; level of theory: wB97M-V/def2-TZVPD.

Positions of all 15 atoms, in Å:
N: -2.56772 -0.26866 -0.06390
C: -1.45124 -0.34248 -0.30676
C: -0.04291 -0.35871 -0.53969
N: 0.50293 -1.03212 -1.47146
C: 0.09423 -2.06152 -2.19185
S: -0.44771 -3.46385 -1.53782
C: 0.73477 0.50026 0.35299
C: 0.20008 1.87040 0.71744
C: 0.14104 0.77720 1.71915
Br: 1.33523 0.80028 3.21593
H: 0.30285 -1.98356 -3.25542
H: 1.80545 0.37128 0.26545
H: 0.92594 2.65917 0.84987
H: -0.72526 2.19513 0.26606
H: -0.80767 0.33717 1.98000

* LUMO energy: -1.214 eV
* net charge: 0
* HOMO level: -0.332 hartree
* relative energy (zero: lowest compared OMol25 entry of this formula, charge and spin): 0.0 kJ/mol

---

(2)
A gas-phase ion, C6H5Cl2O3S (charge -1). Source: OMol25; level of theory: wB97M-V/def2-TZVPD.

Positions of all 17 atoms, in Å:
C: 1.82684 -0.31228 -0.13076
C: 1.27756 -0.48555 1.18637
C: 1.21869 0.41790 -1.07276
C: 0.04381 -0.04575 1.48545
C: -0.03941 1.13590 -0.80869
C: -0.81337 0.44752 0.43332
O: -2.17084 -0.56253 -1.60084
O: -0.52558 -2.03751 -0.56129
O: -2.59545 -1.51488 0.61158
S: -1.61704 -1.10302 -0.37227
Cl: 0.37773 2.86664 -0.43889
Cl: -2.18814 1.37916 0.91701
H: 2.76999 -0.78695 -0.35525
H: 1.88768 -0.98244 1.92613
H: 1.67884 0.59867 -2.03348
H: -0.39864 -0.18391 2.46120
H: -0.73267 1.16903 -1.64684

* LUMO energy (alpha / beta): 3.321 / 1.010 eV
* net charge: -1
* HOMO level (alpha / beta): -0.086 / -0.206 hartree
* spin multiplicity: 3

---

(3)
C6H5F in the gas phase. Source: OMol25; level of theory: wB97M-V/def2-TZVPD.

Positions of all 12 atoms, in Å:
C: -2.41950 -0.59507 0.00693
C: -1.26898 -0.92922 -0.03288
C: 0.08799 -1.43442 -0.04019
C: 1.20119 -0.68283 -0.03787
F: 2.38673 -1.27279 0.03385
C: 1.30211 0.84307 -0.04758
C: 0.23088 1.68483 0.01416
H: -3.46709 -0.43284 -0.02852
H: 0.14517 -2.49744 0.03129
H: 2.28001 1.24732 -0.10448
H: 0.24293 2.78734 -0.07325
H: -0.72144 1.28205 0.27855

* LUMO energy: 0.322 eV
* net charge: 0
* HOMO level: -0.325 hartree
* relative energy (zero: lowest compared OMol25 entry of this formula, charge and spin): 269.3 kJ/mol

---

(4)
A gas-phase ion, C6H5F3OP (charge +1). Source: OMol25; level of theory: wB97M-V/def2-TZVPD.

Positions of all 16 atoms, in Å:
C: 2.03877 0.90266 0.28123
C: 1.09372 1.47949 -0.62035
C: 1.86333 -0.46858 0.67407
C: 0.02178 0.82637 -1.03748
C: 0.81802 -1.19654 0.26042
C: -0.13358 -0.64492 -0.73190
O: -1.10931 -1.30022 -1.19437
F: -4.13417 -0.55460 0.62332
F: -2.22418 0.83390 0.36117
F: -2.01186 -1.26368 1.31138
P: -2.73562 -0.60846 0.01091
H: 2.93910 1.40712 0.65512
H: 1.31006 2.41262 -1.09996
H: 2.53428 -0.97566 1.41944
H: -0.84817 1.24700 -1.55793
H: 0.57784 -2.09650 0.64493

* LUMO energy (alpha / beta): -7.774 / -8.088 eV
* net charge: +1
* HOMO level (alpha / beta): -0.551 / -0.524 hartree
* relative energy (zero: lowest compared OMol25 entry of this formula, charge and spin): 85.1 kJ/mol

---

(5)
2 unconnected molecules or ions with the total composition C6H5F4O2. Source: OMol25; level of theory: wB97M-V/def2-TZVPD.

Positions of all 17 atoms, in Å:
C: 2.57951 2.10412 0.92875
C: -0.25171 0.68875 0.08916
C: 0.17230 -0.66486 -0.43654
C: -1.24606 -0.37857 -0.11753
C: -2.18040 -0.14726 -1.28975
C: 1.06709 -1.51224 0.33937
O: 2.02926 3.02873 0.51836
O: 3.27750 1.31216 1.32282
F: -1.89402 -0.93251 0.96890
F: 1.16595 -1.57983 1.78111
F: 0.79733 -2.77486 0.10134
F: 2.41248 -1.16387 0.06846
H: -0.07223 1.09891 1.08944
H: -0.31686 1.35916 -0.69241
H: -2.02968 -0.93036 -2.07063
H: -2.32475 0.86574 -1.74901
H: -3.18571 -0.37320 -0.85186

* LUMO energy: 3.264 eV
* net charge: -1
* HOMO level: -0.103 hartree
* relative energy (zero: lowest compared OMol25 entry of this formula, charge and spin): 53.9 kJ/mol

---

(6)
C6H5F5O6S in the gas phase. Source: OMol25; level of theory: wB97M-V/def2-TZVPD.

Positions of all 23 atoms, in Å:
C: 3.64851 -0.48208 0.13984
C: 2.33652 -0.67447 0.34288
C: 1.32502 -0.01670 -0.53276
O: 0.89746 -0.44383 -1.57218
O: 0.97963 1.20112 -0.02555
C: -0.27968 1.77559 -0.35689
O: -0.30168 3.00683 0.22178
O: -0.50181 1.96100 -1.68314
S: -1.80900 0.91204 0.43401
O: -1.97711 1.50781 1.72797
O: -2.90506 1.05882 -0.47922
C: -1.61035 -0.90655 0.84747
F: -0.54060 -1.07157 1.64163
F: -2.70227 -1.15762 1.58088
C: -1.58989 -1.93934 -0.34524
F: -0.45285 -2.61693 -0.34564
F: -1.77149 -1.33629 -1.51132
F: -2.57409 -2.81271 -0.18666
H: 4.01919 -0.34772 -0.87262
H: 4.33673 -0.48022 0.97708
H: 2.00173 -1.33483 1.13606
H: 0.35739 3.04008 0.92936
H: -0.88631 1.15758 -2.06774

* LUMO energy: 0.348 eV
* net charge: 0
* HOMO level: -0.381 hartree

---

(7)
A molecular structure, C6H5FI4V. Source: OMol25; level of theory: wB97M-V/def2-TZVPD.

Positions of all 17 atoms, in Å:
V: -31.96270 -5.55380 -8.52171
I: -33.70477 -5.94841 -6.43546
I: -31.68686 -2.87044 -9.31818
I: -31.78200 -7.10722 -10.77186
I: -29.48672 -5.89073 -7.30346
F: -34.24645 -5.11354 -9.50620
C: -35.39763 -5.21101 -10.17819
C: -35.33273 -5.31435 -11.56363
C: -36.49417 -5.50162 -12.31680
C: -37.69288 -5.49083 -11.63235
C: -37.76256 -5.39776 -10.24804
C: -36.61303 -5.19648 -9.50648
H: -34.35466 -5.45476 -12.01014
H: -36.40527 -5.56038 -13.39087
H: -38.64712 -5.66396 -12.12364
H: -38.74190 -5.45079 -9.79333
H: -36.58586 -5.19037 -8.42314

* LUMO energy (alpha / beta): 1.406 / 2.623 eV
* net charge: -1
* HOMO level (alpha / beta): -0.206 / -0.205 hartree
* relative energy (zero: lowest compared OMol25 entry of this formula, charge and spin): 43.8 kJ/mol
* spin multiplicity: 3

---

(8)
C6H5FO in the gas phase. Source: OMol25; level of theory: wB97M-V/def2-TZVPD.

Positions of all 13 atoms, in Å:
C: -0.03224 1.58698 -1.29564
C: -0.01770 0.56926 -0.45411
C: -1.17186 0.20085 0.42178
C: -0.98720 -0.92552 1.08831
C: 0.39825 -1.42659 0.79719
O: 0.90775 -2.43779 1.16274
C: 1.11735 -0.35313 -0.08060
F: 1.85862 -0.84272 -1.13212
H: 0.76848 1.71510 -2.00846
H: -0.87671 2.28100 -1.32328
H: -1.99572 0.88549 0.50598
H: -1.77688 -1.36685 1.72029
H: 1.80787 0.11393 0.59791

* LUMO energy: 0.026 eV
* net charge: 0
* HOMO level: -0.353 hartree
* relative energy (zero: lowest compared OMol25 entry of this formula, charge and spin): 35.7 kJ/mol

---

Electronic energy
In order: -3313.265655; -1775.883755; -331.372185; -947.533350; -781.565548; -1580.510879; -2466.510686; -406.686112
Unit: hartree